P | The molecule C5H5N3. Source: the Open Molecules 2025 dataset; level of theory: wB97M-V/def2-TZVPD.

Results
- net charge = 0
- spin multiplicity = 1
- frontier orbital gap (spin up / spin down) (Ha) = 0.2754 / 0.2755

CARTESIAN COORDINATES (ANGSTROEM)
C -1.1074 1.0043 -0.2306
C -0.2081 -1.4911 -0.2852
C -2.4788 0.8781 -0.0562
C -0.3140 -0.1533 -0.4229
C -3.0506 -1.5444 0.0810
N -3.0396 -0.3414 0.0309
N 0.9820 -0.6834 -0.7110
N 1.9370 -0.5622 0.4108
H -0.7916 2.0449 -0.2715
H -0.3986 -2.3638 0.2469
H -3.2796 1.5731 0.0411
H 2.2444 0.3437 0.6867
H 2.7462 -1.1005 0.1803

***

Q | The molecule C5H5N3. Source: the Open Molecules 2025 dataset; level of theory: wB97M-V/def2-TZVPD.

Results
- net charge = 0
- spin multiplicity = 1
- structure (SMILES) = [H]/N=C(\C#C)NCC#N
- frontier orbital gap (Ha) = 0.3412

CARTESIAN COORDINATES (ANGSTROEM)
H -1.1275 -2.2068 -1.8003
N -1.6384 -2.0425 -0.9181
C -0.7675 -1.0796 -0.2214
C 0.6387 -0.5177 -0.9427
C 1.5687 -0.5786 -1.7115
N -1.0762 -0.1811 0.8479
C 0.3418 0.3680 1.5842
C 0.6732 1.6808 1.0043
N 0.6224 2.6506 0.2610
H 2.2256 -0.3978 -2.7561
H -2.1316 0.3397 1.0612
H -0.1704 0.4922 2.5604
H 1.1205 -0.4533 1.3216

***

R | The molecule C5H5N3. Source: the Open Molecules 2025 dataset; level of theory: wB97M-V/def2-TZVPD.

Results
- net charge = 0
- spin multiplicity = 1
- structure (SMILES) = C=Cc1nccnn1
- frontier orbital gap (Ha) = 0.3418

CARTESIAN COORDINATES (ANGSTROEM)
C 1.9584 -1.5924 0.4698
C 1.5514 -0.3445 0.8244
C 0.3044 0.2255 0.2977
N -0.3720 -0.5293 -0.6438
C -1.5086 0.0782 -1.0722
C -1.8976 1.3625 -0.6207
N -1.2947 1.9348 0.3976
N -0.1582 1.3971 0.8917
H 2.9583 -1.9638 0.8299
H 1.2257 -2.2586 -0.0464
H 2.1796 0.3700 1.5007
H -2.1729 -0.5354 -1.7127
H -2.7738 1.8559 -1.1158

***

Quick one: least stable of them? Q

***

P | A structure of composition C20H43N2P3PtS. Source: the Open Molecules 2025 dataset; level of theory: wB97M-V/def2-TZVPD.

Results
- net charge = +4
- spin multiplicity = 5
- ⟨S²⟩ = 6.03
- frontier orbital gap (spin up / spin down) (Ha) = 0.2457 / 0.1406

CARTESIAN COORDINATES (ANGSTROEM)
Pt 0.2402 1.1856 -0.9130
P 2.1887 1.0915 0.2695
P -1.9596 1.8158 -0.4480
P 0.7032 1.4069 -3.0554
H -0.8386 -3.7997 1.0010
C -0.2132 -3.6873 0.1141
C 1.0889 -3.3405 0.1553
H 1.6625 -3.0695 1.0578
C 2.6705 0.1497 1.7408
C 2.0865 2.8332 0.9060
C 3.6582 0.9604 -0.8240
C -3.3350 0.7819 -1.0030
C -2.2849 2.1204 1.3058
C -2.0443 3.4766 -1.2063
C 1.9244 0.3272 -3.8423
C 1.3935 3.0887 -3.0990
C -0.7163 1.4180 -4.1598
H -0.6486 -4.0821 -0.8177
H 1.5902 -3.2211 -0.8349
H 2.4468 -0.9136 1.6752
H 2.2258 0.5257 2.6626
H 3.7562 0.2282 1.8517
H 1.3186 2.8151 1.6980
H 1.7752 3.5394 0.1166
H 3.0562 3.1364 1.3217
H 3.6499 -0.0193 -1.3257
H 4.5629 1.0394 -0.2056
H 3.6652 1.7568 -1.5806
H -4.2703 1.3569 -0.9641
H -3.3811 -0.0742 -0.3197
H -3.1346 0.4119 -2.0138
H -2.9956 2.9288 1.5040
H -1.3558 2.3566 1.8247
H -2.7018 1.2117 1.7409
H -2.9582 3.9903 -0.8654
H -2.0274 3.4390 -2.2972
H -1.1751 4.0584 -0.8831
H 1.7617 0.3840 -4.9197
H 1.7215 -0.6833 -3.4969
H 2.9597 0.5794 -3.5957
H 1.5828 3.3540 -4.1373
H 2.3219 3.0825 -2.5242
H 0.6848 3.7894 -2.6376
H -0.3902 1.3586 -5.2069
H -1.2082 2.3829 -4.0101
H -1.3943 0.5892 -3.9355
C -1.1028 -2.4061 -4.4839
C -1.8946 -2.2663 -5.6402
C -1.7228 -3.1139 -6.7321
C -0.6671 -4.0420 -6.7745
C 0.2335 -4.0433 -5.6964
C 0.0699 -3.1871 -4.6102
S -1.4386 -1.7804 -2.9456
H -0.8837 0.0880 -0.5609
H -2.7642 -1.6310 -5.5932
H -2.4656 -3.0847 -7.5173
H -0.5251 -4.7288 -7.6231
H 1.0597 -4.7649 -5.6820
H 0.6998 -3.2313 -3.7193
C -1.3319 0.2367 4.6324
N -0.5173 -0.6404 3.8135
C 0.1593 -1.8008 4.4183
C -0.5457 -0.5147 2.4900
N -0.4491 -0.2699 1.3346
H -1.3804 -0.1751 5.6599
H -2.3421 0.2711 4.1931
H -0.9237 1.2675 4.6608
H -0.1888 -2.6670 3.8550
H 1.2535 -1.7012 4.3120
H -0.0921 -1.9192 5.4797

***

Q | A structure of composition C20H43N2P3PtS. Source: the Open Molecules 2025 dataset; level of theory: wB97M-V/def2-TZVPD.

Results
- net charge = +4
- spin multiplicity = 5
- ⟨S²⟩ = 6.04
- frontier orbital gap (spin up / spin down) (Ha) = 0.2897 / 0.1401

CARTESIAN COORDINATES (ANGSTROEM)
Pt 0.3890 -0.8776 0.1865
P 0.9231 -0.5846 2.3538
P 1.6936 -1.3637 -1.7221
P -1.3433 -2.3924 0.2246
H 0.0746 4.3794 -0.4991
C -0.8662 3.9590 -0.1278
C -1.0520 3.8014 1.2032
H -0.3390 4.2620 1.9145
C 1.4900 0.9654 3.1234
C 2.3052 -1.7168 2.7115
C -0.3593 -1.0828 3.5305
C 1.1269 -0.6632 -3.2953
C 3.4396 -0.7967 -1.5878
C 1.8813 -3.1710 -1.9314
C -2.7335 -1.7299 1.1547
C -0.7536 -3.8951 1.0901
C -1.8817 -2.9499 -1.4079
H -1.5512 3.5443 -0.8541
H -1.9574 3.3618 1.6671
H 0.9620 1.8315 2.7160
H 2.5692 1.0880 2.9731
H 1.3069 0.8816 4.2026
H 3.2176 -1.3310 2.2450
H 2.1199 -2.7303 2.3404
H 2.4331 -1.7399 3.8005
H -1.2660 -0.4921 3.3743
H 0.0460 -0.8598 4.5251
H -0.5878 -2.1500 3.4629
H 1.6721 -1.1136 -4.1348
H 1.3231 0.4145 -3.2805
H 0.0527 -0.8276 -3.4164
H 4.1041 -1.4195 -2.1997
H 3.7656 -0.8451 -0.5424
H 3.5121 0.2456 -1.9198
H 2.6073 -3.3839 -2.7310
H 0.9244 -3.6414 -2.1918
H 2.2549 -3.6069 -0.9933
H -3.6397 -2.2752 0.8648
H -2.8541 -0.6727 0.8802
H -2.5781 -1.8210 2.2405
H -1.5653 -4.6379 1.0797
H -0.4734 -3.6443 2.1227
H 0.1208 -4.2974 0.5533
H -2.8709 -3.4206 -1.3322
H -1.1439 -3.6606 -1.8089
H -1.9728 -2.0887 -2.0905
C -3.8239 0.4360 -1.9306
C -4.4744 -0.0725 -3.0958
C -5.8547 0.0868 -3.2225
C -6.5922 0.7635 -2.2353
C -5.9401 1.2933 -1.1113
C -4.5698 1.1447 -0.9614
S -2.1871 0.2879 -1.6893
H 1.6706 0.0474 -0.1668
H -3.8926 -0.5346 -3.8976
H -6.3500 -0.3119 -4.1233
H -7.6731 0.8819 -2.3460
H -6.5055 1.8425 -0.3690
H -4.0371 1.6299 -0.1429
C 5.2678 2.6945 0.0504
N 3.9339 3.0635 0.5151
C 3.7569 4.2947 1.2841
C 2.9055 2.2831 0.3700
N 1.8948 1.6732 0.3684
H 5.9232 3.5397 0.2549
H 5.2554 2.4842 -1.0211
H 5.6512 1.8046 0.5609
H 2.9441 4.8916 0.8393
H 3.4746 4.0761 2.3281
H 4.6964 4.8487 1.2679

***

Quick one: least stable of them? P

***

P | The molecule C9H10F2. Source: the Open Molecules 2025 dataset; level of theory: wB97M-V/def2-TZVPD.

Results
- net charge = 0
- spin multiplicity = 1
- structure (SMILES) = CC1=C[C@H]2C[C@@]2(C)C(F)=C1F
- frontier orbital gap (Ha) = 0.3274

CARTESIAN COORDINATES (ANGSTROEM)
C 0.7871 2.4804 1.9332
C 0.5367 1.3726 0.9610
C -0.1287 0.1757 1.1839
C -0.4955 -0.7678 0.1326
C -1.3532 -0.2122 -0.9785
C 0.0286 -0.5891 -1.3359
C 0.3815 -1.6083 -2.2659
C 1.0117 0.7505 -1.4008
F 1.6847 0.8405 -2.5528
C 1.1230 1.5597 -0.3387
F 1.7952 2.7850 -0.4164
H -0.0058 2.5214 2.7684
H 0.7816 3.5249 1.4829
H 1.7589 2.3803 2.3543
H -0.4826 -0.1102 2.1448
H -0.7829 -1.7194 0.5286
H -2.0456 -0.8900 -1.3647
H -1.8683 0.7726 -0.8964
H 0.4158 -2.5979 -1.7816
H 1.3669 -1.6059 -2.8132
H -0.1820 -1.6671 -3.2944

***

Q | A cluster of 2 separate species, C9H10F2 in total. Source: the Open Molecules 2025 dataset; level of theory: wB97M-V/def2-TZVPD.

Results
- net charge = 0
- spin multiplicity = 1
- structure (SMILES) = F/C=C1/C=CC=CC1.C=CF
- frontier orbital gap (Ha) = 0.3144

CARTESIAN COORDINATES (ANGSTROEM)
F -1.5133 1.1391 1.2558
C -1.5937 0.2784 0.2058
C -0.7317 -0.7340 0.0783
C -1.0307 -1.7807 -0.8617
C -0.3655 -2.9072 -0.7520
C 0.6973 -3.2007 0.2305
C 1.1621 -2.2009 1.0302
C 0.4501 -0.9043 1.0240
H -2.6549 0.3131 -0.1570
H -1.8230 -1.8157 -1.6167
H -0.5824 -3.8036 -1.4336
H 1.1278 -4.1909 0.1150
H 2.0430 -2.4351 1.6465
H 0.0057 -0.8079 1.9646
H 1.2193 -0.0107 0.9683
C 1.3049 3.5528 -0.7477
C 0.0250 3.9590 -0.5210
F -0.2700 4.9381 0.3163
H 1.2994 2.9327 -1.5393
H 2.1022 4.0729 -0.2535
H -0.8717 3.6055 -0.9529

***

Quick one: least stable of them? Q

***

P | A cluster of 2 separate species, C18H20N2O3S in total. Source: the Open Molecules 2025 dataset; level of theory: wB97M-V/def2-TZVPD.

Results
- net charge = 0
- spin multiplicity = 1
- structure (SMILES) = Cc1ccc(S(=O)(=O)N=C=O)cc1.c1ccc([C@H]2CCCN2)cc1
- frontier orbital gap (Ha) = 0.2984

CARTESIAN COORDINATES (ANGSTROEM)
C 3.9971 5.6438 -1.0149
C 2.7053 4.9998 -0.5843
C 2.4121 4.8637 0.7787
C 1.2047 4.3007 1.1990
C 0.2895 3.8515 0.2439
S -1.2895 3.1797 0.7689
O -1.5722 3.6091 2.1116
O -2.2437 3.2891 -0.3016
N -0.9447 1.3392 0.9144
C -1.7528 0.4649 1.1678
O -2.4869 -0.4318 1.4294
C 0.5709 3.9633 -1.1191
C 1.7814 4.5281 -1.5261
H 4.0852 5.6821 -2.1027
H 4.0745 6.6706 -0.6418
H 4.8711 5.1062 -0.6321
H 3.1436 5.2018 1.5153
H 0.9856 4.1957 2.2582
H -0.1394 3.5969 -1.8562
H 2.0204 4.6046 -2.5893
C 1.2179 -3.3974 2.8510
C 0.6753 -4.6426 2.5057
C -0.0905 -4.7670 1.3461
C -0.3139 -3.6451 0.5394
C -1.2111 -3.7512 -0.6790
C -2.6934 -3.3655 -0.4445
C -3.1412 -2.7013 -1.7702
C -1.8847 -2.6395 -2.6603
N -0.7907 -2.8694 -1.7315
C 0.2360 -2.4066 0.8746
C 0.9920 -2.2747 2.0430
H 1.8141 -3.3039 3.7561
H 0.8412 -5.5165 3.1378
H -0.5230 -5.7255 1.0482
H -1.2050 -4.8127 -1.0025
H -3.2804 -4.2542 -0.1923
H -2.7770 -2.6477 0.3830
H -3.9531 -3.2589 -2.2453
H -3.4882 -1.6840 -1.5646
H -1.9386 -3.4250 -3.4380
H -1.7743 -1.6732 -3.1646
H 0.1182 -3.0477 -2.1436
H 0.0616 -1.5503 0.2163
H 1.3965 -1.2991 2.3163

***

Q | A structure of composition C18H20N2O3S. Source: the Open Molecules 2025 dataset; level of theory: wB97M-V/def2-TZVPD.

Results
- net charge = 0
- spin multiplicity = 1
- frontier orbital gap (Ha) = 0.3266

CARTESIAN COORDINATES (ANGSTROEM)
O -0.0738 5.9114 -1.1685
O 0.0729 6.4235 1.2008
N 0.4709 0.6331 -1.3164
O 1.1425 -0.1224 0.7596
C 0.9713 -0.3194 -0.5934
C -1.6786 -4.9447 1.2122
C -0.3448 -5.2950 1.4124
C -1.9775 -3.8382 0.4259
C 0.8890 2.0742 1.9444
C 0.7007 -4.6010 0.8086
C -0.9451 -3.0851 -0.1538
C 0.4373 3.3981 1.7552
C 0.0176 2.9493 -0.5947
C 0.4219 1.6421 -0.3893
C 0.8268 1.1768 0.8595
C 0.4075 -3.4709 0.0218
C -0.0289 3.8287 0.5135
N 1.1998 -1.4451 -1.3366
C 2.8946 -2.7235 0.0394
C 1.6948 -3.5529 -2.0698
C -3.1135 4.9568 -0.7173
C 1.5529 -2.7901 -0.7923
C -2.3116 5.5854 0.3771
S -0.4767 5.5444 0.1825
H -2.4475 -5.5245 1.6986
H -0.1466 -6.1980 2.0062
H -2.9919 -3.6236 0.1804
H 1.3448 1.7603 2.8865
H 1.7101 -4.9556 0.9604
H -1.1865 -2.2551 -0.8173
H 0.4901 4.1138 2.5662
H -0.3126 3.2592 -1.5586
H 0.9659 -1.3743 -2.3126
H 3.6533 -2.1458 -0.5292
H 2.7097 -2.2320 1.0051
H 3.3089 -3.6893 0.2041
H 0.7520 -3.6941 -2.5663
H 2.1532 -4.5104 -1.9127
H 2.3690 -3.0556 -2.7765
H -4.1991 5.1228 -0.5782
H -2.9564 3.8840 -0.8274
H -2.9152 5.4080 -1.7165
H -2.5524 5.1080 1.3162
H -2.4987 6.6668 0.3911

***

Quick one: least stable of them? P

***

P | A structure of composition C39H28O3P2S4Ta. Source: the Open Molecules 2025 dataset; level of theory: wB97M-V/def2-TZVPD.

Results
- net charge = +1
- spin multiplicity = 1
- frontier orbital gap (Ha) = 0.2430

CARTESIAN COORDINATES (ANGSTROEM)
Ta -0.8257 -0.7093 0.5772
O 0.5236 -3.8224 -1.7764
C -0.1720 -2.8839 -1.5994
O -0.2915 -2.2786 -0.3595
C -1.0134 -2.1986 -2.6467
P -1.8969 -0.7150 -2.0085
C -3.6574 -0.9599 -2.3260
C -4.5743 -0.1657 -1.6362
C -5.9331 -0.2805 -1.8880
C -6.3863 -1.1963 -2.8269
C -5.4812 -1.9821 -3.5255
C -4.1211 -1.8614 -3.2823
C -1.3650 0.6054 -3.1292
C -2.2790 1.3882 -3.8222
C -1.8252 2.4196 -4.6402
C -0.4673 2.6643 -4.7663
C 0.4506 1.8808 -4.0719
C 0.0014 0.8619 -3.2523
H -1.7030 -2.9475 -3.0308
H -0.3595 -1.9133 -3.4692
H -4.2364 0.5550 -0.9051
H -6.6350 0.3413 -1.3476
H -7.4470 -1.2956 -3.0181
H -5.8312 -2.6873 -4.2679
H -3.4359 -2.4628 -3.8645
H -3.3416 1.1981 -3.7339
H -2.5393 3.0260 -5.1827
H -0.1190 3.4661 -5.4052
H 1.5121 2.0727 -4.1624
H 0.7255 0.2771 -2.6928
C 4.7070 -3.6867 0.0173
C 3.8078 -3.0883 -0.8573
C 2.8781 -2.1862 -0.3740
C 2.8308 -1.8768 0.9844
C 3.7448 -2.4632 1.8535
C 4.6796 -3.3688 1.3658
P 1.6609 -0.6031 1.5082
C 1.7985 -0.3755 3.2983
C 1.7335 -1.4657 4.1710
C 1.7977 -1.2642 5.5399
C 1.8943 0.0248 6.0517
C 1.9239 1.1114 5.1936
C 1.8798 0.9151 3.8177
C 2.2911 0.9051 0.7727
C 3.6105 1.2624 0.8396
C 4.0458 2.4751 0.2695
C 3.1369 3.2953 -0.3348
C 1.7663 2.9443 -0.4137
C 0.8257 3.8160 -1.0115
C -0.4929 3.4773 -1.0527
C -0.9227 2.2433 -0.5241
C -0.0682 1.3183 0.0567
C 1.3229 1.7118 0.1306
H 5.4334 -4.3973 -0.3560
H 3.8285 -3.3299 -1.9120
H 2.2009 -1.7015 -1.0666
H 3.7472 -2.2119 2.9043
H 5.3888 -3.8223 2.0460
H 1.6318 -2.4729 3.7860
H 1.7627 -2.1136 6.2100
H 1.9352 0.1794 7.1225
H 1.9853 2.1162 5.5908
H 1.9177 1.7698 3.1540
H 4.3263 0.6164 1.3363
H 5.0895 2.7552 0.3233
H 3.4531 4.2404 -0.7622
H 1.1703 4.7601 -1.4214
H -1.2184 4.1483 -1.4964
H -1.9793 2.0289 -0.6050
O -2.8300 1.4664 6.5893
C -2.6250 0.9703 5.5244
S -1.6459 -0.5039 5.3008
C -1.8255 -0.5632 3.5713
C -2.5617 0.4028 2.9737
S -2.8739 0.4131 1.2703
S -3.2742 1.6215 3.9906
S -1.1653 -1.8900 2.6844

***

Q | A structure of composition C39H28O3P2S4Ta. Source: the Open Molecules 2025 dataset; level of theory: wB97M-V/def2-TZVPD.

Results
- net charge = +1
- spin multiplicity = 1
- frontier orbital gap (Ha) = 0.2318

CARTESIAN COORDINATES (ANGSTROEM)
Ta -0.5929 1.0200 0.8851
O -4.2292 2.8451 0.4176
C -3.5505 1.8699 0.3548
O -2.3816 1.7640 1.0595
C -3.8190 0.6194 -0.4485
P -2.5010 -0.5859 -0.0871
C -2.5443 -1.7795 -1.4261
C -3.4853 -2.8143 -1.4141
C -3.6050 -3.6493 -2.5102
C -2.8007 -3.4513 -3.6251
C -1.8755 -2.4197 -3.6454
C -1.7428 -1.5830 -2.5466
C -3.0085 -1.4084 1.4470
C -3.6939 -0.7184 2.4471
C -4.0244 -1.3546 3.6346
C -3.6867 -2.6837 3.8295
C -3.0208 -3.3835 2.8313
C -2.6757 -2.7505 1.6506
H -3.7851 0.8753 -1.5111
H -4.8200 0.2420 -0.2320
H -4.1185 -2.9669 -0.5497
H -4.3306 -4.4511 -2.4981
H -2.9008 -4.1038 -4.4814
H -1.2545 -2.2638 -4.5153
H -1.0187 -0.7736 -2.5731
H -3.9705 0.3183 2.3315
H -4.5489 -0.8056 4.4044
H -3.9464 -3.1784 4.7552
H -2.7621 -4.4234 2.9739
H -2.1489 -3.3048 0.8850
C 5.3838 -0.9334 1.8313
C 5.2956 -1.0775 0.4566
C 4.1947 -0.5829 -0.2302
C 3.1704 0.0522 0.4649
C 3.2761 0.2165 1.8459
C 4.3759 -0.2751 2.5251
P 1.7401 0.7892 -0.3701
C 1.5836 -0.0376 -1.9784
C 1.2476 0.7051 -3.1087
C 1.1022 0.0752 -4.3358
C 1.3110 -1.2920 -4.4453
C 1.6382 -2.0371 -3.3198
C 1.7584 -1.4177 -2.0871
C 2.2264 2.4730 -0.7042
C 3.4507 2.8339 -1.2089
C 3.7357 4.1873 -1.4497
C 2.7864 5.1350 -1.1750
C 1.5262 4.7801 -0.6436
C 0.5514 5.7651 -0.3541
C -0.6488 5.4000 0.1676
C -0.9357 4.0434 0.4339
C -0.0401 3.0071 0.1765
C 1.2291 3.4214 -0.3891
H 6.2383 -1.3272 2.3641
H 6.0856 -1.5758 -0.0887
H 4.1514 -0.6944 -1.3042
H 2.4937 0.7257 2.3954
H 4.4441 -0.1486 3.5972
H 1.1171 1.7782 -3.0383
H 0.8446 0.6579 -5.2096
H 1.2195 -1.7765 -5.4079
H 1.7989 -3.1033 -3.3983
H 2.0039 -2.0109 -1.2150
H 4.1995 2.0800 -1.4193
H 4.6994 4.4746 -1.8457
H 2.9930 6.1820 -1.3563
H 0.7807 6.8044 -0.5523
H -1.3987 6.1455 0.3924
H -1.8964 3.8493 0.8771
O 0.7291 -3.3037 6.1730
C 0.5959 -2.5614 5.2523
S 0.6982 -3.0846 3.5456
C 0.3486 -1.5226 2.8546
C 0.1858 -0.4955 3.7087
S -0.0530 1.1502 3.1777
S 0.2905 -0.8123 5.4243
S 0.3142 -1.3629 1.1281

***

Quick one: least stable of them? Q